Here is C20H23B2F9MoN3O8 as an isolated structure in a non-equilibrium geometry from the Open Molecules 2025 dataset. Energies are from ωB97M-V/def2-TZVPD.

```
66
Properties=species:S:1:pos:R:3:forces:R:3
Mo -0.46051 -3.77917 0.54801 -0.187 -1.185 -0.480
O 0.71819 -2.89393 4.51868 -0.051 -0.202 -0.085
C 0.41693 -3.81055 3.64894 -0.316 0.375 0.250
O 0.24064 -3.51780 2.47497 0.488 0.059 -0.580
C 0.20116 -5.20535 4.15603 -0.033 0.074 -0.029
O 0.06773 -6.07267 3.06657 0.063 -0.104 0.052
C -1.21454 -6.63057 2.89805 -0.084 -0.018 -0.002
C -2.25931 -5.73643 2.23240 -0.162 -0.004 0.154
O -3.42461 -5.86278 2.44437 0.052 0.022 0.009
O -1.79439 -4.87603 1.30493 0.434 0.851 -0.394
H 0.56704 -2.01826 4.07486 -0.028 0.059 0.017
H -0.70192 -5.15699 4.77642 0.020 -0.033 0.035
H 1.03149 -5.49988 4.80116 0.034 -0.017 -0.062
H -1.64349 -6.95602 3.84785 0.001 -0.008 -0.011
H -1.09658 -7.50784 2.26098 0.021 0.022 -0.032
C -1.67373 2.00232 -4.48498 -0.013 0.010 -0.011
C -0.31875 1.32394 -4.38264 0.054 0.015 0.003
N -0.19918 0.50425 -3.16369 -0.021 -0.072 0.003
C -0.53088 -0.78826 -3.23406 -0.007 0.090 -0.069
C -0.51939 -1.65091 -2.16765 0.090 -0.046 0.257
C -1.02768 -3.05146 -2.39023 -0.067 0.239 -0.178
O -1.35008 -3.40320 -3.49582 0.035 -0.007 0.070
O -1.15420 -3.78596 -1.31257 0.386 -0.158 0.572
C -0.07423 -1.16888 -0.92767 -0.290 0.123 -0.192
O 0.08328 -1.89192 0.10909 -0.007 -0.530 0.510
C 0.21242 0.24082 -0.81235 -0.017 -0.070 -0.017
C 0.50933 0.77821 0.44699 0.031 0.052 -0.042
C 0.72696 2.11781 0.55046 0.052 -0.057 0.019
F 1.05584 2.64303 1.74530 0.003 0.002 -0.009
C 0.62877 2.98381 -0.55163 -0.031 -0.047 -0.006
C 0.34610 2.44857 -1.79227 -0.072 0.009 0.034
C 0.13751 1.06965 -1.94088 -0.015 -0.023 0.044
N 0.78613 4.39064 -0.42963 0.013 0.088 -0.129
C 2.01328 4.95579 -0.95988 0.064 -0.016 0.047
C 1.80623 6.42227 -1.28960 -0.035 0.021 0.028
N 1.33520 7.13539 -0.04892 0.039 -0.008 0.033
C 0.08261 6.50476 0.50645 0.009 0.008 -0.023
C 0.37270 5.04547 0.79834 -0.059 -0.001 0.041
H -1.72613 2.58601 -5.40337 0.004 0.003 0.000
H -1.85709 2.66810 -3.64157 -0.004 -0.004 0.001
H -2.47334 1.26236 -4.50911 0.004 -0.008 -0.003
H 0.50262 2.03880 -4.38889 -0.005 -0.001 -0.005
H -0.14965 0.65500 -5.22380 -0.038 -0.003 -0.003
H -0.83587 -1.16660 -4.20227 0.000 -0.016 0.002
H 0.53688 0.13619 1.31939 0.044 0.032 -0.012
H 0.21683 3.12557 -2.62366 0.024 0.013 0.004
H 2.30455 4.43711 -1.87112 -0.023 -0.006 -0.009
H 2.85046 4.85272 -0.24894 0.002 0.000 -0.005
H 1.02020 6.55227 -2.03135 0.022 -0.005 -0.021
H 2.72108 6.90607 -1.62572 0.011 -0.021 0.001
H 1.18372 8.12619 -0.24089 -0.019 -0.012 -0.023
H 2.06969 7.08300 0.66216 -0.004 0.017 -0.002
H -0.68522 6.61762 -0.25669 -0.013 0.000 0.018
H -0.19564 7.05614 1.40227 -0.003 -0.020 0.011
H -0.53758 4.58701 1.18053 0.004 -0.020 -0.004
H 1.12722 4.97577 1.59442 0.000 0.010 -0.004
F -1.85543 -0.76471 1.40199 0.070 0.163 0.054
B -1.59289 -0.97048 2.76989 -0.446 -0.117 0.099
F -1.96563 -2.28863 3.08651 0.020 0.062 0.063
F -0.16356 -0.85640 2.99903 0.184 0.046 0.055
F -2.22783 -0.03975 3.55268 -0.019 0.055 0.003
F 0.26577 -5.80855 -0.01701 -0.137 0.155 0.006
B 1.64231 -5.48221 -0.36383 0.015 0.107 0.089
F 1.83048 -5.41649 -1.68785 -0.035 0.020 -0.070
F 2.52861 -6.15636 0.37213 0.016 -0.014 0.072
F 1.56935 -4.01765 0.16866 -0.069 0.055 -0.144
```
Forces are in eV/Å.

Values from the calculation:
Spin multiplicity: 3
Kohn-Sham gap (spin up / spin down) (eV): 7.7161 / 8.3679
Total charge: +1
E_HOMO (spin up / spin down) (eV): -11.45 / -11.91

Here is a 13-piece molecular cluster, C5H34N2O13 overall in a non-equilibrium geometry from the Open Molecules 2025 dataset. Energies are from ωB97M-V/def2-TZVPD.

```
54
Properties=species:S:1:pos:R:3:forces:R:3
O -0.97112 -1.84219 -2.12679 -0.277 -0.365 0.435
C -0.77225 -2.55389 -1.17469 1.041 0.346 -0.646
C -0.73110 -2.19078 0.34637 -0.646 -0.238 -0.553
C -0.43729 -0.71277 0.65912 -1.145 0.585 2.287
C -1.26746 0.15875 -0.22053 1.112 0.522 -0.028
C -2.18827 1.00350 0.23430 -0.420 0.827 0.045
N -3.18201 1.59259 -0.56071 0.054 -0.203 0.005
N 0.27338 -3.04049 0.98058 0.217 -0.300 -0.379
H -0.41445 -3.59339 -1.41595 -0.398 0.066 0.568
H -1.78730 -2.46760 0.68456 1.319 0.347 -0.026
H 0.61557 -0.46642 0.87093 0.007 -0.279 -1.067
H -0.77476 -0.45773 1.70463 -0.074 -0.787 -0.608
H -0.99646 0.02844 -1.26306 -0.961 0.345 -0.033
H -2.27909 1.39569 1.25592 0.184 -0.983 0.009
H -3.60604 2.45251 -0.23964 0.356 -0.082 -0.190
H -2.97405 1.52842 -1.54191 -0.067 0.314 -0.341
H 1.19999 -2.80717 0.58655 -0.463 0.003 0.366
H 0.10930 -3.99528 0.66459 0.079 -0.057 0.363
H -4.85036 0.31085 -0.47946 -0.059 0.098 0.263
H -5.19144 -0.41991 -1.71776 -0.664 -0.119 0.824
O -5.56229 -0.25490 -0.82053 0.738 -0.027 -1.130
H 1.48030 -0.44877 -0.66992 -0.228 0.489 0.111
H 2.67399 -0.12049 -1.56464 -0.588 -0.412 0.024
O 2.14814 -0.86381 -1.20924 0.761 -0.344 -0.607
H 3.30356 -2.05925 -0.64174 -0.098 0.283 0.020
H 4.36047 -3.15677 -0.77470 0.140 -0.171 -0.053
O 3.99136 -2.53462 -0.14775 0.011 -0.185 0.205
H -1.54574 1.16887 -4.34470 0.024 -0.267 -0.330
H -3.07877 1.30416 -4.06940 -0.094 -0.196 -0.479
O -2.21590 1.21571 -3.66552 -0.478 0.016 0.623
H 3.73319 0.60936 2.58268 -0.095 0.604 -0.229
H 3.00504 1.03051 3.75967 -0.273 0.378 -0.044
O 3.25830 1.40231 2.89889 0.367 -1.148 0.218
H -1.94290 -0.49824 4.08888 -0.489 -0.451 0.350
H -0.75435 0.11552 4.62107 0.266 -0.087 0.705
O -1.40116 -0.55813 4.89193 -0.121 1.061 -0.855
H 2.51809 1.46653 0.22531 0.030 0.226 0.236
H 1.55897 2.48188 -0.42200 0.182 0.360 -0.057
O 1.68072 1.54687 -0.23907 -0.093 -0.141 0.062
H 2.30863 1.40019 -4.32430 0.222 -0.178 0.296
H 1.27540 1.11303 -3.26001 0.414 -0.089 0.240
O 2.21513 0.96157 -3.46541 -0.585 0.375 -0.502
H 1.98509 -2.21371 4.46257 0.532 1.002 -0.666
H 2.77719 -1.89327 3.20698 -0.005 -0.055 -0.171
O 2.68346 -1.60010 4.11505 0.269 -0.467 0.773
H -1.31127 3.07089 -3.75048 -0.395 -0.681 1.084
H -0.06128 3.69175 -3.80496 0.987 0.244 0.874
O -0.53235 3.13133 -3.16877 -0.312 0.683 -1.869
H 0.76817 5.15406 -0.80047 0.164 -0.081 0.045
H 0.06042 3.80895 -0.86509 -0.024 0.060 -0.353
O 0.87830 4.25380 -1.12712 -0.090 0.081 0.407
H -0.40174 -1.75839 4.30807 -0.177 -0.591 -0.915
H 0.10948 -2.61166 2.91663 -0.615 0.237 -0.096
O 0.25958 -2.27831 3.81104 0.454 -0.570 0.790
```
Forces are in eV/Å.

Values from the calculation:
Kohn-Sham gap (eV): 8.0172
E_HOMO (eV): -8.32